Entry 1:
The following is a DFT calculation (wB97M-V/def2-TZVPD) of a structure of composition H22NeO11.

Atoms and positions in Å:
Ne: -0.045 -0.094 -0.211
O: -1.283 -0.085 -3.140
H: -0.396 0.094 -2.829
H: -1.802 -0.180 -2.341
O: 2.432 -1.181 0.880
H: 2.086 -1.640 1.645
H: 2.108 -1.683 0.132
O: 1.779 0.451 -2.408
H: 2.305 1.069 -1.901
H: 1.826 0.777 -3.307
O: -1.282 -1.087 2.598
H: -2.229 -0.945 2.614
H: -1.127 -1.579 1.792
O: 2.739 -2.159 -2.291
H: 2.372 -1.279 -2.377
H: 2.500 -2.599 -3.107
O: -0.140 3.374 -0.138
H: 0.658 2.908 0.114
H: -0.845 2.746 0.023
O: -2.750 -0.860 -0.746
H: -2.617 -0.136 -0.134
H: -2.207 -1.569 -0.400
O: -2.327 1.646 0.622
H: -2.576 1.856 1.522
H: -2.931 2.156 0.082
O: -0.844 -2.809 0.447
H: -0.009 -3.156 0.134
H: -1.371 -3.586 0.637
O: 2.268 1.906 0.551
H: 2.151 0.972 0.725
H: 3.102 1.962 0.085
O: -0.621 1.608 3.950
H: -0.768 0.860 3.372
H: -0.156 2.244 3.405

Force components x, y, z for each atom (eV/Å):
Ne 0.0 0.1 0.0
O 0.2 0.1 -0.6
H 0.3 0.1 0.2
H -0.4 -0.3 0.5
O 0.0 0.3 0.1
H -0.1 0.0 0.4
H 0.1 -0.2 -0.5
O -0.1 -0.2 -0.1
H 0.0 0.3 0.4
H 0.0 0.1 -0.4
O 0.0 0.5 0.5
H -0.3 0.0 0.1
H 0.3 -0.3 -0.4
O 0.2 -0.6 0.4
H -0.2 0.7 0.0
H 0.0 -0.2 -0.1
O -0.1 0.5 -0.2
H 0.5 -0.2 0.1
H -0.2 -0.3 0.1
O -0.4 -0.1 -0.3
H 0.1 0.5 0.3
H 0.3 -0.3 -0.1
O 0.0 -0.3 -0.1
H 0.0 0.1 0.5
H -0.3 0.2 -0.3
O -0.1 0.1 0.0
H 0.3 0.0 -0.2
H -0.2 -0.3 0.1
O -0.1 0.4 -0.2
H 0.0 -0.7 0.2
H 0.3 0.1 0.1
O -0.2 0.2 0.2
H 0.1 -0.6 -0.2
H 0.2 0.2 -0.1

Properties
Energy above the lowest of the compared OMol25 structures with the same formula, charge and spin   0.617 eV
E_LUMO   -0.223 eV
2S+1   1
M   218.35 g mol⁻¹

Atomic partial charges in e from the Mulliken method, atoms 1 to 5:
1 Ne 0.053
2 O -0.663
3 H 0.332
4 H 0.380
5 O -0.603

Entry 2:
The following is a DFT calculation (wB97M-V/def2-TZVPD) of the molecule C17H30NO4P in a non-equilibrium geometry.

Atoms and positions in Å:
C: -5.749 -2.348 1.054
C: -5.316 -0.891 0.945
C: -4.930 -0.527 -0.487
C: -4.352 0.879 -0.582
H: -5.044 1.615 -0.162
H: -4.142 1.133 -1.627
O: -3.156 1.006 0.172
P: -1.741 0.633 -0.509
O: -1.718 0.925 -1.949
O: -0.737 1.470 0.409
C: -0.290 2.744 -0.048
C: 1.095 2.632 -0.677
C: 2.164 2.160 0.308
C: 2.550 3.228 1.324
H: 2.901 4.127 0.821
H: 3.347 2.863 1.969
H: 1.704 3.493 1.952
H: 1.793 1.273 0.824
H: 3.052 1.868 -0.257
H: 1.022 1.916 -1.498
H: 1.368 3.605 -1.090
H: -0.995 3.140 -0.784
H: -0.280 3.399 0.826
C: -1.307 -1.125 -0.094
C: 0.186 -1.234 -0.119
C: 0.889 -1.023 -1.298
C: 2.267 -1.065 -1.327
C: 3.010 -1.316 -0.165
C: 2.291 -1.526 1.020
C: 0.912 -1.487 1.036
H: 0.390 -1.648 1.969
H: 2.807 -1.723 1.945
N: 4.384 -1.376 -0.186
C: 5.113 -1.354 1.059
H: 4.919 -2.264 1.633
H: 4.847 -0.487 1.674
H: 6.180 -1.312 0.853
C: 5.098 -1.025 -1.389
H: 6.163 -1.186 -1.235
H: 4.782 -1.664 -2.216
H: 4.945 0.023 -1.676
H: 2.762 -0.886 -2.267
H: 0.354 -0.808 -2.213
O: -1.970 -1.930 -1.036
H: -1.722 -1.613 -1.914
H: -1.704 -1.397 0.885
H: -5.805 -0.589 -1.138
H: -4.181 -1.234 -0.849
H: -6.126 -0.239 1.281
H: -4.457 -0.716 1.595
H: -4.943 -3.005 0.737
H: -6.614 -2.537 0.421
H: -6.015 -2.594 2.079

Force components x, y, z for each atom (eV/Å):
C 0.0 0.2 0.1
C 0.0 -0.2 -0.3
C 0.1 0.3 0.4
C -0.7 -0.2 -0.6
H 0.1 -0.1 -0.1
H -0.1 0.1 0.1
O 1.1 -0.3 0.1
P -0.4 0.4 1.2
O 0.2 -0.3 -0.3
O -0.4 -0.8 -0.2
C 0.3 0.7 -0.3
C -0.1 -0.3 0.3
C -0.1 0.2 -0.1
C 0.0 -0.2 -0.1
H 0.0 0.1 0.0
H 0.1 0.0 0.1
H -0.1 0.1 0.1
H 0.1 -0.1 0.0
H 0.0 -0.1 0.0
H 0.0 0.1 -0.1
H 0.0 0.1 -0.1
H 0.0 0.0 0.1
H -0.1 0.0 -0.1
C 0.0 0.9 0.0
C 0.2 -0.2 0.1
C 0.0 -0.1 0.2
C 0.1 0.0 -0.1
C -0.2 -0.1 0.0
C 0.2 0.0 0.1
C -0.1 0.1 -0.2
H 0.0 0.0 0.1
H 0.1 0.0 0.1
N 0.3 0.0 0.0
C -0.1 -0.1 0.1
H 0.0 0.0 0.1
H 0.0 0.0 0.1
H 0.0 0.0 0.0
C -0.1 0.0 -0.1
H 0.0 0.0 0.0
H 0.0 0.1 -0.1
H 0.0 0.0 -0.1
H 0.1 0.0 -0.1
H 0.0 0.1 -0.1
O -0.1 -0.4 -0.4
H -0.1 -0.1 0.0
H 0.0 0.1 0.0
H 0.0 0.0 -0.1
H -0.1 0.0 -0.1
H 0.0 0.1 0.1
H 0.0 0.1 0.1
H 0.1 -0.1 0.0
H -0.1 -0.1 -0.1
H 0.0 -0.1 0.1

Properties
Energy above the lowest of the compared OMol25 structures with the same formula, charge and spin   0.035 eV
E_LUMO   0.735 eV
2S+1   1
M   343.40 g mol⁻¹
SMILES string   CCCCOP(=O)(OCCCC)[C@@H](O)c1ccc(N(C)C)cc1

Atomic partial charges in e from the Mulliken method, atoms 1 to 5:
1 C -1.275
2 C -0.330
3 C -0.384
4 C -0.772
5 H 0.421

Entry 3:
The following is a DFT calculation (wB97M-V/def2-TZVPD) of a cluster of 2 separate species, C3H7NO2S in total in a non-equilibrium geometry.

Atoms and positions in Å:
C: -1.045 -1.429 1.027
C: -0.643 -2.616 0.635
C: -0.323 2.253 -0.098
N: 0.945 1.599 -0.439
O: -1.639 -0.512 1.381
O: 1.529 -0.895 -1.278
S: 1.282 0.049 0.108
H: -1.111 -2.998 -0.306
H: 1.824 2.032 -0.403
H: 0.271 -3.239 0.960
H: -0.621 2.904 -0.927
H: -0.403 2.897 0.862
H: -0.829 1.276 0.036
H: 0.764 -1.321 -1.557

Force components x, y, z for each atom (eV/Å):
C -0.4 -1.8 0.0
C 1.5 -1.8 -1.0
C 0.3 -0.5 0.8
N 0.6 -1.1 0.6
O -0.1 1.1 0.3
O 2.3 1.9 1.3
S 0.1 -0.1 -0.9
H 0.2 0.5 1.0
H 0.8 1.6 -0.1
H -1.6 1.7 -0.2
H -0.4 -0.5 0.1
H 0.6 -1.3 -1.3
H -1.4 1.4 -0.1
H -2.5 -1.1 -0.5

Properties
Energy above the lowest of the compared OMol25 structures with the same formula, charge and spin   3.782 eV
E_LUMO   0.788 eV
2S+1   1
M   121.16 g mol⁻¹
SMILES string   C=C=O.CNSO

Atomic partial charges in e from the Mulliken method, atoms 1 to 5:
1 C 0.844
2 C -1.059
3 C -0.352
4 N -0.288
5 O -0.331

Entry 4:
The following is a DFT calculation (wB97M-V/def2-TZVPD) of a cluster of 4 separate species, H8O4 in total.

Atoms and positions in Å:
O: 0.597 0.079 -0.656
H: -0.226 -0.007 -1.158
H: 0.378 0.678 0.070
O: 2.710 -1.738 0.285
H: 3.254 -1.749 -0.509
H: 1.849 -1.403 -0.015
O: -2.410 0.286 -2.393
H: -3.046 -0.167 -1.827
H: -2.781 0.223 -3.280
O: -0.259 1.325 2.804
H: -0.714 1.385 3.651
H: 0.648 1.086 3.030

Force components x, y, z for each atom (eV/Å):
O -0.2 0.0 0.1
H 0.1 0.1 0.0
H 0.0 -0.1 -0.1
O -0.1 -0.1 0.0
H -0.1 0.0 0.1
H 0.2 0.1 0.0
O -0.1 -0.1 0.1
H 0.1 0.1 -0.1
H 0.1 0.0 0.1
O 0.1 0.0 0.0
H 0.0 0.0 -0.1
H -0.1 0.0 0.0

Properties
Energy above the lowest of the compared OMol25 structures with the same formula, charge and spin   0.774 eV
E_LUMO   0.597 eV
2S+1   1
M   72.06 g mol⁻¹
SMILES string   O.O.O.O

Atomic partial charges in e from the Mulliken method, atoms 1 to 5:
1 O -0.682
2 H 0.323
3 H 0.332
4 O -0.649
5 H 0.306

Entry 5:
The following is a DFT calculation (wB97M-V/def2-TZVPD) of a structure of composition C6H9CoO6 in a non-equilibrium geometry.

Atoms and positions in Å:
Co: 4.240 -14.376 -22.809
C: 2.799 -17.589 -24.680
C: 2.942 -16.311 -23.807
O: 2.910 -15.148 -24.246
O: 3.282 -16.309 -22.575
H: 1.807 -17.985 -24.461
H: 3.573 -18.311 -24.423
H: 2.967 -17.350 -25.730
C: 4.030 -12.086 -19.621
C: 3.940 -13.172 -20.734
O: 3.090 -12.975 -21.637
O: 4.760 -14.135 -20.783
H: 3.595 -11.138 -19.937
H: 5.072 -11.988 -19.318
H: 3.698 -12.339 -18.614
C: 7.414 -13.725 -25.182
C: 6.198 -13.968 -24.276
O: 6.074 -15.057 -23.811
O: 5.336 -13.057 -23.940
H: 7.022 -13.094 -25.980
H: 7.668 -14.605 -25.773
H: 8.152 -13.149 -24.624

Force components x, y, z for each atom (eV/Å):
Co -0.9 -0.3 0.3
C 0.1 1.2 0.9
C 1.3 -0.3 0.8
O 0.1 1.5 -2.2
O 0.8 -1.0 0.5
H 0.1 -0.2 -0.3
H -0.2 0.1 0.4
H -0.5 0.2 0.1
C 0.8 -0.8 0.1
C -0.1 1.7 1.9
O 0.4 -0.9 -1.2
O -0.1 -0.1 -1.0
H 0.1 -0.3 0.0
H 0.4 0.4 -0.8
H -1.0 -0.5 -0.3
C -2.2 1.1 -0.6
C 1.4 3.2 -1.5
O -1.5 -4.4 2.2
O -0.1 -0.4 0.1
H 0.2 0.7 0.1
H 0.6 -0.3 1.0
H 0.3 -0.5 -0.3

Properties
Energy above the lowest of the compared OMol25 structures with the same formula, charge and spin   0.154 eV
E_LUMO (spin up / spin down)   0.738 / -2.886 eV
2S+1   5
M   236.06 g mol⁻¹

Atomic partial charges in e from the Mulliken method, atoms 1 to 5:
1 Co -0.180
2 C -1.023
3 C 1.389
4 O -0.612
5 O -0.587

Entry 6:
The following is a DFT calculation (wB97M-V/def2-TZVPD) of a structure of composition C43H53N10P2Re in a non-equilibrium geometry.

Atoms and positions in Å:
Re: -0.497 -0.189 -0.072
C: -0.886 -4.249 1.594
C: -2.000 -4.176 2.431
C: -2.445 -2.933 2.807
C: -1.842 -1.776 2.283
N: -0.854 -1.864 1.352
C: -0.359 -3.082 1.085
N: -2.249 -0.618 2.838
C: -2.187 0.574 2.380
N: -1.811 0.929 1.098
C: -1.927 2.307 0.979
N: -1.791 3.023 -0.077
C: -1.631 2.564 -1.337
C: -2.139 3.406 -2.343
C: -2.170 2.980 -3.649
C: -1.675 1.708 -3.932
C: -1.151 0.955 -2.906
N: -1.092 1.355 -1.628
C: -2.349 2.861 2.255
C: -2.583 4.160 2.660
C: -3.012 4.354 3.970
C: -3.229 3.279 4.826
C: -3.007 1.968 4.413
C: -2.552 1.773 3.122
H: -0.437 -5.198 1.354
H: -2.481 -5.068 2.799
H: -3.248 -2.800 3.513
H: 0.513 -3.112 0.447
H: -2.552 4.351 -2.034
H: -2.585 3.601 -4.427
H: -1.697 1.319 -4.937
H: -0.770 -0.035 -3.103
H: -2.431 4.987 1.987
H: -3.185 5.357 4.327
H: -3.588 3.461 5.828
H: -3.178 1.131 5.070
C: 0.860 2.211 2.347
P: 1.279 0.585 1.620
C: 2.684 1.146 0.591
N: 3.554 1.946 1.133
C: 4.482 2.571 0.410
C: 5.476 3.384 0.977
C: 6.359 4.041 0.163
C: 6.270 3.950 -1.240
C: 5.317 3.165 -1.834
C: 4.432 2.424 -1.030
N: 3.568 1.554 -1.543
C: 2.739 0.880 -0.800
P: 1.698 -0.378 -1.632
C: 1.739 0.399 -3.293
C: 2.974 -1.793 -1.914
C: 4.394 -1.236 -1.950
C: 2.644 -2.456 -3.251
C: 2.864 -2.810 -0.784
C: 2.077 -0.372 3.074
C: 2.730 0.640 4.013
C: 3.146 -1.338 2.576
C: 0.996 -1.137 3.838
H: 0.145 2.089 3.159
H: 0.424 2.840 1.572
H: 1.764 2.688 2.716
H: 5.520 3.469 2.052
H: 7.137 4.648 0.596
H: 6.976 4.502 -1.840
H: 5.232 3.072 -2.906
H: 2.783 0.531 -3.579
H: 1.272 1.382 -3.267
H: 1.240 -0.226 -4.029
H: 4.496 -0.378 -2.611
H: 5.059 -2.011 -2.325
H: 4.740 -0.952 -0.959
H: 3.020 -1.874 -4.088
H: 1.576 -2.625 -3.391
H: 3.134 -3.428 -3.292
H: 2.758 -2.300 0.169
H: 3.771 -3.412 -0.742
H: 2.026 -3.486 -0.940
H: 3.497 1.228 3.512
H: 3.217 0.082 4.810
H: 2.003 1.293 4.484
H: 3.861 -0.850 1.914
H: 2.710 -2.201 2.081
H: 3.709 -1.713 3.429
H: 0.105 -0.533 3.999
H: 1.384 -1.406 4.818
H: 0.713 -2.064 3.346
C: -5.892 -1.543 -1.016
C: -5.255 -0.187 -0.762
N: -3.812 -0.349 -0.787
C: -3.167 -1.315 -1.465
N: -1.838 -1.422 -1.311
C: -1.235 -2.580 -1.953
C: -1.780 -2.760 -3.367
C: -3.267 -3.025 -3.237
N: -3.869 -2.119 -2.272
C: -5.325 -2.089 -2.313
H: -6.974 -1.457 -1.085
H: -5.651 -2.220 -0.195
H: -5.546 0.208 0.211
H: -5.558 0.534 -1.530
H: -3.263 0.209 -0.145
H: -1.459 -3.485 -1.372
H: -0.149 -2.454 -1.967
H: -1.293 -3.599 -3.858
H: -1.600 -1.863 -3.961
H: -3.438 -4.056 -2.911
H: -3.777 -2.886 -4.194
H: -5.673 -3.112 -2.473
H: -5.657 -1.477 -3.161

Force components x, y, z for each atom (eV/Å):
Re -1.5 -0.5 -0.5
C 0.1 0.3 -0.1
C 0.1 0.2 -0.1
C 0.2 0.0 -0.3
C 0.0 -0.6 -0.2
N -0.2 1.1 -0.2
C 0.3 -0.7 -0.2
N -0.3 1.2 0.6
C -0.3 -1.1 0.7
N 0.9 -0.9 -1.2
C 0.0 1.0 -1.0
N 0.0 0.3 1.2
C -0.1 0.0 -0.5
C 0.1 -0.3 0.0
C 0.1 -0.1 0.2
C 0.1 -0.1 0.2
C -0.1 -0.4 -0.9
N 0.2 -0.3 1.1
C -0.2 -0.5 0.8
C 0.1 -0.1 -0.1
C 0.0 0.0 -0.1
C 0.0 -0.2 0.0
C 0.1 -0.1 -0.1
C 0.1 0.9 -0.2
H 0.1 -0.1 -0.1
H 0.0 -0.1 0.1
H -0.1 0.1 0.1
H -0.1 0.0 -0.1
H 0.0 0.1 0.1
H 0.0 0.1 -0.1
H 0.1 -0.1 -0.1
H 0.0 0.1 0.0
H 0.0 0.1 -0.1
H 0.0 0.1 0.0
H 0.0 0.0 0.1
H 0.0 -0.1 0.1
C -0.4 -0.3 -0.1
P 1.0 0.6 0.3
C -0.1 -0.3 -0.9
N -0.1 0.2 1.3
C 0.1 -0.1 -1.5
C 0.2 0.2 0.2
C -0.2 -0.2 0.4
C -0.3 -0.3 -0.3
C 0.3 0.2 -0.2
C 0.2 0.2 1.5
N -0.1 -0.1 -1.3
C -0.3 0.3 1.0
P 1.1 0.4 -0.2
C -0.5 -0.1 -0.1
C -0.5 -0.3 0.1
C -0.1 0.2 0.0
C 0.0 0.0 -0.1
C -0.1 0.2 0.0
C -0.3 -0.4 -0.1
C 0.1 0.2 -0.1
C -0.1 0.1 -0.2
C -0.1 0.0 0.0
H 0.0 0.1 0.1
H 0.0 0.1 0.0
H 0.0 -0.2 -0.1
H 0.0 0.0 0.1
H 0.1 0.1 0.1
H 0.0 0.0 -0.1
H 0.1 0.0 -0.1
H -0.1 -0.1 0.2
H 0.1 0.0 0.0
H 0.0 0.0 -0.1
H 0.0 0.0 0.0
H 0.0 -0.2 0.0
H 0.1 0.1 0.1
H -0.1 0.0 -0.1
H -0.1 -0.1 0.0
H 0.1 -0.1 0.0
H 0.0 -0.1 0.1
H 0.0 -0.1 0.0
H -0.1 -0.1 0.0
H -0.1 0.1 0.0
H 0.0 -0.1 0.1
H 0.0 0.1 0.1
H 0.1 0.0 -0.1
H 0.0 -0.1 -0.1
H 0.0 0.0 0.1
H -0.1 0.0 0.1
H 0.1 0.0 0.1
H 0.0 0.0 -0.1
C 0.2 0.2 -0.1
C -0.5 0.0 -0.2
N 0.4 0.0 0.1
C -0.5 0.4 0.1
N 1.1 0.8 0.7
C 0.1 -0.4 -0.3
C -0.1 0.0 0.3
C 0.4 -0.3 -0.3
N 0.2 0.2 0.3
C -0.6 0.1 0.2
H 0.0 0.0 0.0
H -0.1 0.0 0.1
H 0.1 0.0 0.0
H -0.1 -0.1 0.1
H -0.1 -0.2 -0.1
H 0.1 0.0 0.0
H -0.1 -0.1 0.0
H 0.0 0.0 -0.1
H 0.0 0.0 -0.1
H 0.0 0.1 -0.1
H 0.0 0.0 0.1
H 0.1 0.1 -0.1
H 0.0 -0.1 0.0

Properties
Total charge   +3
Energy above the lowest of the compared OMol25 structures with the same formula, charge and spin   0.960 eV
E_LUMO (spin up / spin down)   -8.483 / -9.871 eV
2S+1   4
M   958.12 g mol⁻¹

Atomic partial charges in e from the Mulliken method, atoms 1 to 5:
1 Re 2.818
2 C -0.612
3 C -0.887
4 C -0.714
5 C -0.298